No. 1
The following is a DFT calculation (ωB97M-V with the def2-TZVPD basis set) of an isolated molecule of C4H4OS2.

Structure (XYZ):
```
11
Properties=species:S:1:pos:R:3
S -0.15 -2.00 1.88
C 0.13 -2.10 0.27
C 0.18 -1.07 -0.76
C 0.06 0.24 -0.63
O -0.06 0.80 0.60
C -0.17 2.13 0.70
S -0.17 3.27 -0.46
H 0.29 -3.11 -0.13
H 0.29 -1.45 -1.78
H -0.04 0.94 -1.45
H -0.37 2.34 1.76
```

Values from the calculation:
structure (SMILES): S=C/C=C\OC=S
relative energy (zero: lowest compared OMol25 entry of this formula, charge and spin): 147.7 kJ/mol
HOMO: -8.7 eV
multiplicity: 1


No. 2
The following is a DFT calculation (ωB97M-V with the def2-TZVPD basis set) of a 3-piece molecular cluster, C4H4OS2 overall.

Structure (XYZ):
```
11
Properties=species:S:1:pos:R:3
C -0.69 -1.57 0.59
C -2.55 0.70 0.04
C 1.69 -0.35 -0.23
C 1.41 0.94 -0.27
O -0.59 -2.66 0.22
S -3.83 -0.14 -0.20
S -1.63 1.89 0.41
H 1.84 -0.79 0.84
H 1.80 -1.03 -1.06
H 1.28 1.38 0.81
H 1.25 1.65 -1.14
```

Values from the calculation:
relative energy (zero: lowest compared OMol25 entry of this formula, charge and spin): 156.3 kJ/mol
HOMO: -9.4 eV
multiplicity: 1


No. 3
The following is a DFT calculation (ωB97M-V with the def2-TZVPD basis set) of an isolated molecule of C4H4OS2.

Structure (XYZ):
```
11
Properties=species:S:1:pos:R:3
C -0.22 -0.79 1.45
C -0.05 -0.25 0.22
C 1.00 0.91 0.25
S 0.99 2.15 -0.89
C -0.98 -0.50 -0.79
O -2.16 -0.87 -0.52
S -0.17 -0.59 -2.36
H -1.02 -1.50 1.75
H 0.73 -0.46 2.13
H 1.91 0.92 0.97
H -0.05 0.98 -2.22
```

Values from the calculation:
structure (SMILES): C=C(C=S)C(=O)S
relative energy (zero: lowest compared OMol25 entry of this formula, charge and spin): 286.7 kJ/mol
HOMO: -9.3 eV
multiplicity: 1


Values for calculated total energy, eV, ordered as above
-27928.6323, -27928.5429, -27927.1916